1.
8 unconnected molecules or ions with the total composition H16O8 at a distorted geometry, computed with the ωB97M-V functional and the def2-TZVPD basis.

```
! wB97M-V def2-TZVPD RIJCOSX def2/J DEFGRID3
* xyz 0 1
O -2.260 1.325 -2.937
H -3.018 1.788 -2.582
H -1.752 1.571 -2.277
O 0.539 2.035 3.114
H -0.267 2.479 2.782
H 0.932 1.184 2.639
O 2.488 -2.641 0.152
H 2.299 -3.258 0.818
H 1.662 -2.409 -0.217
O -0.113 0.244 -0.370
H 0.596 0.350 0.193
H 0.105 -0.619 -0.716
O -0.213 -2.624 -0.964
H -0.894 -2.797 -0.440
H -0.612 -2.276 -1.869
O 1.762 -0.132 1.753
H 2.706 -0.080 2.067
H 1.869 -0.911 1.359
O -2.677 0.098 1.092
H -1.783 0.094 0.549
H -2.473 -0.309 1.954
O 0.223 2.668 -1.999
H 0.643 2.174 -2.670
H 0.240 2.045 -1.431
*
```

Calculated values
strongest force on any atom = 0.1928 Eh/bohr
orbital gap = 10.6 eV
molecular weight = 144.12 g/mol
E_LUMO = -0.007 hartree


2.
A molecular structure, C19H8AuCl5NOS at a distorted geometry, computed with the ωB97M-V functional and the def2-TZVPD basis.

```
! wB97M-V def2-TZVPD RIJCOSX def2/J DEFGRID3
* xyz -1 1
Au 1.066 -1.785 -1.650
S -1.294 2.018 -0.610
C -0.717 2.177 -2.257
C -0.716 3.254 -3.142
C 0.065 3.203 -4.289
C 0.867 2.120 -4.659
C 0.879 1.025 -3.722
C 0.199 1.044 -2.535
N 0.307 0.132 -1.478
C -0.424 0.526 -0.422
C -0.546 -1.701 1.050
C -0.605 -2.287 2.333
C -0.034 -3.524 2.555
C 0.431 -4.354 1.534
C 0.485 -3.884 0.245
C -0.071 -2.648 -0.061
H -1.246 4.175 -2.858
H 0.065 4.165 -4.817
H 1.578 2.201 -5.461
H 1.561 0.173 -3.781
H -0.994 -1.675 3.199
H 0.141 -3.897 3.609
H 0.717 -5.421 1.760
H 0.993 -4.487 -0.524
Cl 0.114 3.395 3.990
C 0.003 2.059 2.962
C 1.103 1.310 2.539
Cl 2.732 1.821 2.978
C 0.967 0.263 1.582
Cl 2.379 -0.435 0.891
C -0.360 -0.188 0.977
O -1.442 -2.269 -0.014
C -1.427 0.426 1.866
Cl -2.907 -0.356 1.796
C -1.239 1.455 2.764
Cl -2.631 1.969 3.650
*
```

Calculated values
strongest force on any atom = 0.0855 Eh/bohr
orbital gap = 5.6 eV
molecular weight = 672.58 g/mol
E_LUMO = 0.087 hartree


3.
2 unconnected molecules or ions with the total composition C4H8INS at a distorted geometry, computed with the ωB97M-V functional and the def2-TZVPD basis.

```
! wB97M-V def2-TZVPD RIJCOSX def2/J DEFGRID3
* xyz 0 1
C 0.369 -2.632 0.305
C -0.045 0.777 -1.153
C -0.530 0.349 1.515
C 0.620 -0.263 -0.301
N 0.242 -1.567 -0.554
S 0.007 -4.201 0.125
I 2.805 0.005 -0.020
H 0.899 -2.355 1.235
H 0.383 0.785 -2.139
H 0.099 1.688 -0.650
H -1.008 0.554 -1.137
H 0.289 0.701 2.125
H -1.166 -0.525 1.913
H -1.099 1.087 0.948
H -0.225 -1.721 -1.471
*
```

Calculated values
strongest force on any atom = 0.0897 Eh/bohr
orbital gap = 8.4 eV
molecular weight = 229.09 g/mol
E_LUMO = -0.004 hartree


4.
2 unconnected molecules or ions with the total composition C4H8N4 at a distorted geometry, computed with the ωB97M-V functional and the def2-TZVPD basis.

```
! wB97M-V def2-TZVPD RIJCOSX def2/J DEFGRID3
* xyz 0 1
C 0.041 -0.504 0.882
C -1.168 -0.968 -1.173
N -0.755 -2.147 -1.509
C 0.418 0.912 0.772
N -0.552 1.769 1.296
C 1.498 1.339 0.104
N 1.269 -2.321 -0.021
N 0.939 -1.440 0.618
H -0.020 -2.132 -2.215
H -0.634 -0.773 1.685
H -1.506 1.448 1.236
H -0.452 2.734 1.018
H -0.833 -0.044 -1.655
H -2.130 -0.910 -0.671
H 1.642 2.387 -0.111
H 2.244 0.651 -0.257
*
```

Calculated values
strongest force on any atom = 0.0508 Eh/bohr
orbital gap (spin up / spin down) = 8.6 / 8.6 eV
molecular weight = 112.14 g/mol
E_LUMO (spin up / spin down) = 0.021 / 0.021 hartree


5.
2 unconnected molecules or ions with the total composition C4H6N2O, computed with the ωB97M-V functional and the def2-TZVPD basis.

```
! wB97M-V def2-TZVPD RIJCOSX def2/J DEFGRID3
* xyz 0 1
H -1.911 1.602 0.731
N -1.720 0.599 0.667
C -0.485 0.398 0.449
C 0.677 1.283 0.301
C 1.740 0.503 0.043
N 1.402 -0.849 -0.002
C 0.048 -1.024 0.237
O -0.550 -2.072 0.238
H 0.677 2.360 0.399
H 2.770 0.796 -0.118
H 2.025 -1.610 -0.219
H -2.477 -0.675 -1.495
H -2.195 -1.311 -1.232
*
```

Calculated values
strongest force on any atom = 0.0116 Eh/bohr
orbital gap = 8.8 eV
molecular weight = 98.10 g/mol
E_LUMO = -0.011 hartree


6.
A single BrH3NO2P molecule at a distorted geometry, computed with the ωB97M-V functional and the def2-TZVPD basis.

```
! wB97M-V def2-TZVPD RIJCOSX def2/J DEFGRID3
* xyz 0 1
N -1.238 0.400 0.379
P 0.118 0.846 -0.474
O -0.233 -0.185 -1.619
O 1.397 -0.465 0.413
Br 2.141 -0.037 1.946
H -1.123 -0.711 0.205
H -1.485 0.623 1.307
H 0.423 -0.471 -2.157
*
```

Calculated values
strongest force on any atom = 0.0869 Eh/bohr
orbital gap = 9.5 eV
molecular weight = 159.91 g/mol
E_LUMO = 0.016 hartree


Let's list relative energy (zero: lowest compared OMol25 entry of this formula, charge and spin) in order: 411.3 610.5 250.9 365.0 203.1 45.6 kJ/mol.